A 2-piece molecular cluster, C4H12OS2 overall in a non-equilibrium geometry, computed with the ωB97M-V functional and the def2-TZVPD basis.

Each line ends with the natural charge from an NBO analysis.
Geometry (Å):
C  1.246  -0.317  -1.226  -0.61
C  1.267  1.121  -0.627  -0.42
C  0.114  2.054  -0.864  -0.48
S  -1.592  1.645  -0.180  -0.03
S  -2.644  -0.043  -0.322  0.18
C  -2.135  -0.936  1.058  -0.83
H  0.755  -0.233  -2.180  0.21
H  2.231  -0.679  -1.283  0.21
H  0.715  -1.133  -0.797  0.19
H  1.436  0.880  0.434  0.20
H  2.256  1.591  -1.012  0.22
H  0.509  2.975  -0.084  0.25
H  -0.264  2.275  -1.764  0.22
H  -2.762  -1.850  1.038  0.24
H  -0.985  -1.166  1.181  0.23
H  -2.557  -0.390  2.072  0.22
O  0.813  -2.300  1.843  -0.90
H  0.530  -2.265  0.919  0.46
H  1.068  -1.228  1.794  0.46

Summary:
orbital gap: 9.002 eV
E: -1031.103004 a.u.
molecular weight: 140.273 g mol⁻¹
highest occupied orbital energy: -8.55 eV
ΔE to the lowest compared entry with this formula, charge and spin: 301.43 kJ/mol


A 2-piece molecular cluster, C4H12OS2 overall in a non-equilibrium geometry, computed with the ωB97M-V functional and the def2-TZVPD basis.

Each line ends with the natural charge from an NBO analysis.
Geometry (Å):
C  1.213  -1.048  -1.171  -0.62
C  1.351  -0.564  0.265  -0.52
S  0.781  1.188  0.350  0.08
S  -1.225  0.901  0.316  0.06
C  -1.716  1.386  -1.386  -0.52
C  -2.958  2.292  -1.384  -0.62
H  1.504  -2.107  -1.250  0.21
H  0.192  -1.019  -1.556  0.21
H  1.829  -0.494  -1.857  0.21
H  0.916  -1.126  1.078  0.23
H  2.434  -0.567  0.419  0.22
H  -1.822  0.525  -2.017  0.21
H  -0.848  1.911  -1.776  0.22
H  -2.882  2.912  -2.265  0.22
H  -3.848  1.679  -1.414  0.21
H  -2.969  2.921  -0.494  0.22
O  2.454  -3.217  4.553  -0.93
H  2.178  -2.400  5.000  0.47
H  3.415  -3.173  4.588  0.47

Summary:
orbital gap: 9.197 eV
E: -1031.206557 a.u.
molecular weight: 140.273 g mol⁻¹
highest occupied orbital energy: -8.53 eV
ΔE to the lowest compared entry with this formula, charge and spin: 29.55 kJ/mol


A 2-piece molecular cluster, C4H12OS2 overall in a non-equilibrium geometry, computed with the ωB97M-V functional and the def2-TZVPD basis.

Each line ends with the natural charge from an NBO analysis.
Geometry (Å):
C  -2.216  1.840  -0.575  -0.62
C  -3.039  0.832  -1.395  -0.56
S  -1.931  -0.412  -2.109  0.09
S  -1.919  -2.054  -0.904  0.08
C  -0.815  -1.604  0.535  -0.52
C  0.421  -0.822  0.126  -0.63
H  -2.067  1.455  0.448  0.20
H  -2.739  2.809  -0.513  0.21
H  -1.228  2.003  -1.036  0.21
H  -3.859  0.402  -0.788  0.23
H  -3.498  1.433  -2.204  0.22
H  -1.396  -1.093  1.327  0.21
H  -0.470  -2.574  0.944  0.22
H  0.973  -1.479  -0.568  0.21
H  1.091  -0.546  0.957  0.22
H  0.132  0.095  -0.413  0.22
O  7.818  0.098  1.867  -0.94
H  6.902  0.418  2.028  0.47
H  7.842  -0.799  2.271  0.47

Summary:
orbital gap: 9.564 eV
E: -1031.205762 a.u.
molecular weight: 140.273 g mol⁻¹
highest occupied orbital energy: -8.78 eV
ΔE to the lowest compared entry with this formula, charge and spin: 31.64 kJ/mol


A 2-piece molecular cluster, C4H12OS2 overall in a non-equilibrium geometry, computed with the ωB97M-V functional and the def2-TZVPD basis.

Each line ends with the natural charge from an NBO analysis.
Geometry (Å):
C  -1.936  0.555  -1.756  -0.62
C  -0.500  1.031  -1.925  -0.52
S  0.723  0.257  -0.830  0.08
S  0.241  1.302  0.903  0.05
C  -0.344  -0.003  2.051  -0.51
C  0.748  -0.907  2.589  -0.62
H  -2.621  1.254  -2.220  0.21
H  -2.060  0.319  -0.706  0.21
H  -2.100  -0.387  -2.283  0.21
H  -0.453  2.109  -1.775  0.22
H  -0.111  0.851  -2.927  0.22
H  -0.810  0.667  2.778  0.22
H  -1.088  -0.576  1.500  0.21
H  0.253  -1.578  3.286  0.21
H  1.451  -0.325  3.182  0.22
H  1.207  -1.437  1.763  0.20
O  0.133  -2.812  -0.893  -0.93
H  1.030  -3.126  -1.057  0.47
H  0.184  -2.521  0.024  0.46

Summary:
orbital gap: 9.023 eV
E: -1031.204687 a.u.
molecular weight: 140.273 g mol⁻¹
highest occupied orbital energy: -8.35 eV
ΔE to the lowest compared entry with this formula, charge and spin: 34.46 kJ/mol


A 2-piece molecular cluster, C4H12OS2 overall in a non-equilibrium geometry, computed with the ωB97M-V functional and the def2-TZVPD basis.

Each line ends with the natural charge from an NBO analysis.
Geometry (Å):
C  -1.286  -1.496  -2.467  -0.63
C  0.205  -1.950  -2.721  -0.67
S  1.361  -1.274  -1.731  0.58
S  0.601  0.609  -1.440  0.32
C  0.041  0.624  0.376  -0.47
C  -0.451  1.927  0.905  -0.65
H  -1.957  -2.169  -3.037  0.26
H  -1.553  -0.598  -3.040  0.25
H  -1.607  -1.438  -1.461  0.23
H  0.538  -1.646  -3.801  0.29
H  0.389  -2.997  -2.597  0.28
H  -0.602  -0.264  0.515  0.24
H  0.889  0.293  0.949  0.24
H  -1.083  1.720  1.757  0.26
H  -0.970  2.629  0.308  0.24
H  0.335  2.491  1.257  0.23
H  1.255  0.974  6.022  0.47
H  2.043  1.102  4.677  0.47
O  1.853  1.463  5.529  -0.94

Summary:
orbital gap (spin up / spin down): 9.469 / 5.583 eV
E: -1030.862008 a.u.
charge: +1
molecular weight: 140.273 g mol⁻¹
highest occupied orbital energy (spin up / spin down): -13.74 / -13.74 eV
ΔE to the lowest compared entry with this formula, charge and spin: 135.44 kJ/mol
multiplicity: 2


A 2-piece molecular cluster, C4H12OSi2 overall in a non-equilibrium geometry, computed with the ωB97M-V functional and the def2-TZVPD basis.

Each line ends with the natural charge from an NBO analysis.
Geometry (Å):
C  -1.041  -0.098  -1.029  -1.11
Si  0.015  -0.097  0.531  1.71
C  0.199  1.624  1.429  -1.11
O  -0.599  -1.129  1.513  -1.27
Si  -1.237  -2.401  2.212  1.28
H  -1.829  -0.719  -0.845  0.23
H  -1.438  0.903  -1.225  0.24
H  -0.365  -0.397  -1.847  0.25
H  1.286  -0.573  0.291  -0.26
H  -0.644  1.622  2.062  0.23
H  1.231  1.706  1.929  0.24
H  -0.054  2.579  0.786  0.24
H  -1.323  -2.562  3.674  -0.21
H  -2.639  -2.368  1.871  -0.22
H  -0.372  -3.426  1.701  -0.22
C  2.341  1.800  -2.976  -0.23
C  1.954  0.800  -3.481  -0.26
H  2.496  2.811  -2.479  0.25
H  2.019  -0.074  -4.116  0.24

Summary:
orbital gap: 10.998 eV
E: -813.774856 a.u.
molecular weight: 132.311 g mol⁻¹
highest occupied orbital energy: -10.11 eV
ΔE to the lowest compared entry with this formula, charge and spin: 295.60 kJ/mol